# C23H29N5O

An isolated molecule of C23H29N5O (wB97M-V/def2-TZVPD, the OMol25 dataset).

## Properties
molecular weight	391.52	g/mol
F_max	0.01536	Eh/bohr
frontier orbital gap	8.42	eV

Each atom is followed by the atoms it is bonded to, with distances in Å.
Positions of all 58 atoms, in Å:
1 C -8.800 -0.920 1.225  C2 1.529, H30 1.088, H31 1.087, H32 1.088
2 C -7.942 -2.096 0.759  C1 1.529, C3 1.523, H33 1.092, H34 1.090
3 C -6.812 -1.608 -0.139  C2 1.523, O4 1.211, N5 1.360
4 O -6.831 -1.745 -1.342  C3 1.211
5 N -5.819 -1.000 0.564  C3 1.360, C6 1.403, H35 1.011
6 C -4.652 -0.366 0.111  N5 1.403, C7 1.402, C11 1.388
7 C -4.325 -0.311 -1.251  C6 1.402, C8 1.379, H36 1.076
8 C -3.182 0.325 -1.688  C7 1.379, C9 1.385, H37 1.080
9 C -2.361 0.908 -0.736  C8 1.385, C10 1.415, N28 1.374
10 C -2.680 0.854 0.641  C9 1.415, C11 1.387, N12 1.370
11 C -3.832 0.211 1.070  C6 1.388, C10 1.387, H38 1.079
12 N -1.715 1.515 1.353  C10 1.370, C13 1.305
13 C -0.857 1.952 0.471  N12 1.305, C14 1.487, N28 1.368
14 C 0.356 2.729 0.838  C13 1.487, C15 1.541, H39 1.090, H40 1.090
15 C 1.567 1.805 1.075  C14 1.541, N16 1.456, H41 1.092, H42 1.096
16 N 2.037 1.250 -0.186  C15 1.456, C17 1.451, C27 1.450
17 C 2.118 -0.197 -0.238  N16 1.451, C18 1.532, H43 1.095, H44 1.091
18 C 3.343 -0.739 0.506  C17 1.532, N19 1.450, H45 1.104, H46 1.088
19 N 4.545 -0.152 -0.055  C18 1.450, C20 1.392, C26 1.446
20 C 5.751 -0.838 0.056  N19 1.392, C21 1.399, C25 1.397
21 C 5.820 -2.179 -0.335  C20 1.399, C22 1.379, H47 1.080
22 C 7.012 -2.871 -0.294  C21 1.379, C23 1.385, H48 1.081
23 C 8.175 -2.248 0.128  C22 1.385, C24 1.383, H49 1.079
24 C 8.124 -0.920 0.510  C23 1.383, C25 1.383, H50 1.081
25 C 6.931 -0.222 0.480  C20 1.397, C24 1.383, H51 1.079
26 C 4.525 1.290 0.052  N19 1.446, C27 1.537, H52 1.104, H53 1.091
27 C 3.278 1.822 -0.673  N16 1.450, C26 1.537, H54 1.095, H55 1.092
28 N -1.183 1.610 -0.812  C9 1.374, C13 1.368, C29 1.436
29 C -0.468 1.933 -2.014  N28 1.436, H56 1.094, H57 1.089, H58 1.089
30 H -8.217 -0.213 1.812  C1 1.088
31 H -9.210 -0.394 0.367  C1 1.087
32 H -9.625 -1.276 1.838  C1 1.088
33 H -7.532 -2.630 1.619  C2 1.092
34 H -8.553 -2.786 0.178  C2 1.090
35 H -5.935 -0.963 1.568  N5 1.011
36 H -4.990 -0.772 -1.961  C7 1.076
37 H -2.949 0.364 -2.742  C8 1.080
38 H -4.076 0.174 2.121  C11 1.079
39 H 0.138 3.258 1.765  C14 1.090
40 H 0.597 3.453 0.059  C14 1.090
41 H 1.255 1.008 1.753  C15 1.092
42 H 2.351 2.384 1.575  C15 1.096
43 H 2.190 -0.485 -1.292  C17 1.095
44 H 1.201 -0.621 0.175  C17 1.091
45 H 3.259 -0.483 1.577  C18 1.104
46 H 3.380 -1.824 0.422  C18 1.088
47 H 4.932 -2.678 -0.695  C21 1.080
48 H 7.036 -3.906 -0.605  C22 1.081
49 H 9.108 -2.791 0.156  C23 1.079
50 H 9.020 -0.420 0.847  C24 1.081
51 H 6.924 0.807 0.807  C25 1.079
52 H 4.515 1.620 1.105  C26 1.104
53 H 5.409 1.700 -0.437  C26 1.091
54 H 3.364 1.565 -1.734  C27 1.095
55 H 3.231 2.909 -0.582  C27 1.092
56 H -0.770 2.913 -2.396  C29 1.094
57 H -0.687 1.182 -2.771  C29 1.089
58 H 0.601 1.930 -1.807  C29 1.089

***

# C23H29NO2

An isolated molecule of C23H29NO2 (wB97M-V/def2-TZVPD, the OMol25 dataset).

## Properties
molecular weight	351.49	g/mol
F_max	0.01041	Eh/bohr
frontier orbital gap	9.21	eV

Each atom is followed by the atoms it is bonded to, with distances in Å.
Positions of all 55 atoms, in Å:
1 C 3.972 3.635 1.346  C2 1.538, H27 1.088, H28 1.088, H29 1.087
2 C 2.830 3.634 0.315  C1 1.538, C3 1.537, C4 1.537, N5 1.464
3 C 1.614 4.389 0.876  C2 1.537, H30 1.087, H31 1.086, H32 1.087
4 C 3.285 4.389 -0.944  C2 1.537, H33 1.087, H34 1.087, H35 1.087
5 N 2.406 2.282 -0.053  C2 1.464, C6 1.457, C24 1.448
6 C 1.734 1.494 0.972  N5 1.457, C7 1.456, H36 1.101, H37 1.092
7 C 0.389 1.151 0.534  C6 1.456, C8 1.199
8 C -0.694 0.901 0.084  C7 1.199, C9 1.447
9 C -1.978 0.530 -0.470  C8 1.447, C10 1.554, H38 1.095, H39 1.095
10 C -2.245 -1.000 -0.405  C9 1.554, O11 1.423, C12 1.520, C18 1.521
11 O -3.291 -1.304 -1.320  C10 1.423, H40 0.963
12 C -2.632 -1.477 0.985  C10 1.520, C13 1.389, C17 1.391
13 C -2.358 -0.762 2.143  C12 1.389, C14 1.385, H41 1.079
14 C -2.741 -1.259 3.378  C13 1.385, C15 1.384, H42 1.080
15 C -3.399 -2.473 3.472  C14 1.384, C16 1.385, H43 1.080
16 C -3.669 -3.195 2.322  C15 1.385, C17 1.382, H44 1.080
17 C -3.286 -2.701 1.089  C12 1.391, C16 1.382, H45 1.080
18 C -0.995 -1.721 -0.883  C10 1.521, C19 1.387, C23 1.388
19 C -0.797 -1.919 -2.242  C18 1.387, C20 1.383, H46 1.078
20 C 0.353 -2.537 -2.699  C19 1.383, C21 1.384, H47 1.080
21 C 1.319 -2.957 -1.803  C20 1.384, C22 1.385, H48 1.080
22 C 1.128 -2.756 -0.446  C21 1.385, C23 1.383, H49 1.081
23 C -0.023 -2.142 0.014  C18 1.388, C22 1.383, H50 1.080
24 C 3.294 1.473 -0.863  N5 1.448, C25 1.538, H51 1.087, H52 1.104
25 C 2.459 0.598 -1.813  C24 1.538, O26 1.404, H53 1.092, H54 1.099
26 O 1.559 1.380 -2.553  C25 1.404, H55 0.968
27 H 4.836 3.102 0.952  C1 1.088
28 H 3.666 3.153 2.272  C1 1.088
29 H 4.270 4.655 1.575  C1 1.087
30 H 0.770 4.277 0.200  C3 1.087
31 H 1.317 4.031 1.857  C3 1.086
32 H 1.849 5.446 0.972  C3 1.087
33 H 3.283 5.458 -0.750  C4 1.087
34 H 2.606 4.185 -1.769  C4 1.087
35 H 4.294 4.115 -1.241  C4 1.087
36 H 2.283 0.559 1.163  C6 1.101
37 H 1.675 2.034 1.920  C6 1.092
38 H -1.985 0.805 -1.530  C9 1.095
39 H -2.786 1.068 0.035  C9 1.095
40 H -4.110 -0.923 -0.984  O11 0.963
41 H -1.832 0.179 2.092  C13 1.079
42 H -2.522 -0.693 4.271  C14 1.080
43 H -3.697 -2.856 4.437  C15 1.080
44 H -4.175 -4.147 2.385  C16 1.080
45 H -3.489 -3.261 0.188  C17 1.080
46 H -1.555 -1.595 -2.938  C19 1.078
47 H 0.496 -2.686 -3.759  C20 1.080
48 H 2.220 -3.437 -2.158  C21 1.080
49 H 1.880 -3.080 0.260  C22 1.081
50 H -0.162 -1.988 1.073  C23 1.080
51 H 3.924 2.118 -1.469  C24 1.087
52 H 3.946 0.819 -0.257  C24 1.104
53 H 3.111 0.099 -2.534  C25 1.092
54 H 1.915 -0.169 -1.246  C25 1.099
55 H 1.089 1.923 -1.904  O26 0.968

***

# C23H29NO3

An isolated molecule of C23H29NO3 (wB97M-V/def2-TZVPD, the OMol25 dataset).

## Properties
molecular weight	367.49	g/mol
F_max	0.01214	Eh/bohr
frontier orbital gap	8.56	eV

Each atom is followed by the atoms it is bonded to, with distances in Å.
Positions of all 56 atoms, in Å:
1 C -1.534 6.271 0.895  O2 1.405, H28 1.089, H29 1.095, H30 1.095
2 O -0.951 5.866 -0.318  C1 1.405, C3 1.366
3 C -0.764 4.529 -0.533  O2 1.366, C4 1.389, C27 1.395
4 C -1.091 3.522 0.365  C3 1.389, C5 1.385, H31 1.079
5 C -0.851 2.198 0.035  C4 1.385, C6 1.387, H32 1.081
6 C -0.285 1.843 -1.181  C5 1.387, C7 1.500, C26 1.392
7 C -0.014 0.408 -1.520  C6 1.500, C8 1.550, H33 1.091, H34 1.093
8 C 1.402 -0.079 -1.123  C7 1.550, C9 1.536, C11 1.534, C25 1.536
9 C 2.452 0.699 -1.930  C8 1.536, O10 1.414, H35 1.098, H36 1.099
10 O 2.215 0.530 -3.314  C9 1.414, H37 0.962
11 C 1.626 0.135 0.379  C8 1.534, C12 1.535, H38 1.090, H39 1.092
12 C 2.842 -0.631 0.921  C11 1.535, N13 1.445, H40 1.092, H41 1.097
13 N 2.856 -2.042 0.610  C12 1.445, C14 1.452, C24 1.446
14 C 2.140 -2.926 1.513  N13 1.452, C15 1.513, H42 1.094, H43 1.095
15 C 0.638 -2.762 1.603  C14 1.513, C16 1.390, C20 1.395
16 C 0.079 -1.883 2.523  C15 1.390, C17 1.388, H44 1.081
17 C -1.287 -1.649 2.583  C16 1.388, C18 1.382, H45 1.078
18 C -2.096 -2.329 1.692  C17 1.382, C19 1.394, O23 1.358
19 C -1.558 -3.239 0.784  C18 1.394, C20 1.376, C21 1.501
20 C -0.202 -3.465 0.739  C15 1.395, C19 1.376, H46 1.081
21 C -2.685 -3.821 -0.020  C19 1.501, C22 1.543, H47 1.091, H48 1.091
22 C -3.905 -3.077 0.562  C21 1.543, O23 1.429, H49 1.095, H50 1.094
23 O -3.446 -2.214 1.604  C18 1.358, C22 1.429
24 C 2.701 -2.264 -0.811  N13 1.446, C25 1.534, H51 1.093, H52 1.096
25 C 1.485 -1.579 -1.446  C8 1.536, C24 1.534, H53 1.091, H54 1.090
26 C 0.023 2.861 -2.079  C6 1.392, C27 1.378, H55 1.080
27 C -0.207 4.183 -1.764  C3 1.395, C26 1.378, H56 1.079
28 H -1.595 7.357 0.845  C1 1.089
29 H -2.542 5.859 1.015  C1 1.095
30 H -0.920 5.983 1.755  C1 1.095
31 H -1.535 3.750 1.321  C4 1.079
32 H -1.124 1.428 0.742  C5 1.081
33 H -0.118 0.260 -2.596  C7 1.091
34 H -0.743 -0.225 -1.009  C7 1.093
35 H 3.457 0.339 -1.677  C9 1.098
36 H 2.393 1.763 -1.659  C9 1.099
37 H 2.882 1.024 -3.800  O10 0.962
38 H 0.736 -0.206 0.906  C11 1.090
39 H 1.754 1.199 0.587  C11 1.092
40 H 2.891 -0.514 2.006  C12 1.092
41 H 3.759 -0.201 0.502  C12 1.097
42 H 2.373 -3.948 1.198  C14 1.094
43 H 2.574 -2.772 2.506  C14 1.095
44 H 0.727 -1.361 3.212  C16 1.081
45 H -1.710 -0.962 3.298  C17 1.078
46 H 0.209 -4.182 0.042  C20 1.081
47 H -2.762 -4.901 0.123  C21 1.091
48 H -2.562 -3.628 -1.087  C21 1.091
49 H -4.405 -2.457 -0.189  C22 1.095
50 H -4.641 -3.760 0.995  C22 1.094
51 H 2.648 -3.341 -0.991  C24 1.093
52 H 3.616 -1.896 -1.290  C24 1.096
53 H 1.528 -1.704 -2.528  C25 1.091
54 H 0.576 -2.060 -1.081  C25 1.090
55 H 0.438 2.606 -3.043  C26 1.080
56 H 0.030 4.973 -2.459  C27 1.079

***

# C23H29NO6

An isolated molecule of C23H29NO6 at a distorted geometry (wB97M-V/def2-TZVPD, the OMol25 dataset).

## Properties
molecular weight	415.49	g/mol
F_max	0.29256	Eh/bohr
frontier orbital gap	7.92	eV

Each atom is followed by the atoms it is bonded to, with distances in Å.
Positions of all 59 atoms, in Å:
1 C -9.859 0.635 -0.142  C2 1.553, H31 1.116, H32 1.080, H33 1.112
2 C -8.707 -0.037 0.654  C1 1.553, C3 1.554, H34 1.183, H35 1.065
3 C -7.300 0.217 0.046  C2 1.554, C4 1.511, H36 1.080, H37 1.071
4 C -6.354 -0.562 0.931  C3 1.511, O5 1.208, H38 0.925, H39 1.185
5 O -5.223 -0.489 0.509  C4 1.208, C6 1.233
6 C -4.091 -0.656 0.968  O5 1.233, O7 1.242, C8 1.448
7 O -4.194 -1.062 2.137  C6 1.242
8 C -2.769 -0.520 0.393  C6 1.448, N9 1.367, C12 1.442
9 N -1.619 -0.676 1.115  C8 1.367, C10 1.410, H40 0.903
10 C -0.565 -0.699 0.179  N9 1.410, C11 1.547, C30 1.464
11 C -1.165 0.047 -1.036  C10 1.547, C12 1.392, C14 1.355
12 C -2.538 0.181 -0.846  C8 1.442, C11 1.392, C13 1.498
13 C -3.381 0.501 -2.043  C12 1.498, H41 1.224, H42 1.029, H43 1.116
14 C -0.215 0.169 -1.995  C11 1.355, O15 1.400, C16 1.462
15 O -0.621 0.828 -3.162  C14 1.400
16 C 1.201 -0.013 -1.685  C14 1.462, C17 1.538, H44 1.264, H45 1.197
17 C 1.773 0.365 -0.308  C16 1.538, C18 1.426, C30 1.827, H46 0.889
18 C 3.119 0.118 0.094  C17 1.426, C19 1.395, C29 1.287
19 C 3.755 -0.974 -0.496  C18 1.395, C20 1.475, H47 1.115
20 C 5.066 -1.277 0.107  C19 1.475, O21 1.639, C23 1.450
21 O 5.553 -2.779 -0.336  C20 1.639, C22 1.385
22 C 6.936 -2.807 -0.269  O21 1.385, H48 1.274, H49 0.939, H50 1.057
23 C 5.907 -0.140 0.424  C20 1.450, O24 1.363, C26 1.468
24 O 7.236 -0.438 0.474  C23 1.363, C25 1.417
25 C 8.163 0.420 -0.169  O24 1.417, H51 1.096, H52 1.145, H53 1.252
26 C 5.168 1.077 0.778  C23 1.468, O27 1.328, C29 1.367
27 O 6.129 1.984 0.906  C26 1.328, C28 1.587
28 C 5.534 3.243 1.668  O27 1.587, H54 0.942, H55 1.029, H56 1.116
29 C 3.877 1.131 0.329  C18 1.287, C26 1.367, H57 1.282
30 C 0.772 -0.712 0.777  C10 1.464, C17 1.827, H58 1.024, H59 1.132
31 H -10.925 0.454 0.134  C1 1.116
32 H -9.787 1.705 -0.274  C1 1.080
33 H -9.880 0.287 -1.197  C1 1.112
34 H -8.771 0.352 1.770  C2 1.183
35 H -9.050 -0.993 0.975  C2 1.065
36 H -7.029 1.247 -0.135  C3 1.080
37 H -7.350 -0.411 -0.819  C3 1.071
38 H -6.362 -0.255 1.803  C4 0.925
39 H -6.663 -1.688 1.129  C4 1.185
40 H -1.651 -1.125 1.898  N9 0.903
41 H -4.169 1.291 -1.540  C13 1.224
42 H -2.815 0.779 -2.856  C13 1.029
43 H -4.042 -0.369 -2.268  C13 1.116
44 H 2.072 0.590 -2.375  C16 1.264
45 H 1.571 -1.121 -1.942  C16 1.197
46 H 1.535 1.142 0.053  C17 0.889
47 H 3.284 -1.978 -0.608  C19 1.115
48 H 6.831 -4.075 -0.336  C22 1.274
49 H 7.550 -2.490 -0.905  C22 0.939
50 H 7.311 -2.674 0.711  C22 1.057
51 H 9.117 -0.078 0.035  C25 1.096
52 H 7.913 0.153 -1.254  C25 1.145
53 H 8.071 1.645 0.075  C25 1.252
54 H 4.763 3.173 2.206  C28 0.942
55 H 6.245 3.961 1.861  C28 1.029
56 H 5.170 3.627 0.685  C28 1.116
57 H 3.310 2.157 0.848  C29 1.282
58 H 1.047 -0.613 1.758  C30 1.024
59 H 1.116 -1.769 0.565  C30 1.132